(i)
The following is a DFT calculation (ωB97M-V with the def2-TZVPD basis set) of C21H27Cl2O7PtS3 as an isolated structure.

Last column: Löwdin charge in e.
Element x y z (Å)
Pt -0.72 0.82 -1.12  0.808
Cl 2.15 3.21 2.39  0.525
Cl 2.33 1.68 -0.11  0.520
S -1.30 3.32 -2.17  0.115
S -2.54 2.20 -0.94  0.342
S 1.68 -1.33 -1.56  0.922
O -1.97 4.02 -3.23  -0.364
O -0.28 -1.77 2.21  0.040
O -1.00 1.66 1.84  -0.057
O -0.48 -0.55 0.39  -0.217
O 0.38 -0.89 -2.23  -0.608
O -0.41 4.12 -1.36  -0.403
O -0.58 2.07 -2.71  -0.576
C 4.13 -1.40 -2.79  -0.302
C -1.04 0.45 2.57  -0.335
C -0.55 -0.71 1.65  -0.546
C -3.54 0.48 2.16  -0.018
C 1.88 0.34 5.06  -0.088
C 1.08 0.02 3.97  -0.025
C 0.11 -4.14 -2.55  -0.109
C 1.65 3.11 0.69  -0.994
C -4.00 -1.14 4.36  -0.081
C -2.71 -0.76 4.04  -0.018
C 0.22 1.90 5.83  -0.088
C 2.71 -1.94 -2.92  -0.345
C 4.85 -1.94 -1.56  -0.117
C -5.07 -0.71 3.59  -0.102
C 1.35 -2.89 -0.69  -0.329
C 1.46 1.28 6.00  -0.107
C -2.47 0.07 2.95  -0.136
C -4.84 0.10 2.49  -0.076
C -0.15 0.64 3.80  -0.155
C 0.06 -3.55 -1.15  -0.279
C -0.56 1.58 4.74  -0.037
H 2.20 -1.54 -3.80  0.097
H -1.80 2.18 1.99  0.083
H -6.08 -1.01 3.84  0.093
H 0.27 -3.36 -3.30  0.062
H 4.91 -3.03 -1.59  0.074
H 1.41 -0.72 3.26  0.110
H -1.52 2.08 4.61  0.123
H 1.27 -2.62 0.36  0.067
H 2.22 -3.53 -0.84  0.088
H 0.57 3.02 0.65  -0.019
H 2.08 1.52 6.84  0.093
H -3.36 1.09 1.28  0.043
H -4.18 -1.78 5.22  0.097
H -5.66 0.43 1.86  0.102
H 4.69 -1.66 -3.69  0.106
H 0.92 -4.87 -2.65  0.071
H -0.74 -2.80 -1.08  0.100
H 5.87 -1.54 -1.49  0.071
H 2.00 3.99 0.17  0.024
H 4.10 -0.31 -2.75  0.107
H 4.33 -1.66 -0.64  0.065
H -0.18 -4.32 -0.41  0.116
H 2.84 -0.15 5.18  0.098
H 2.69 -3.02 -2.96  0.081
H -0.12 2.64 6.54  0.096
H -0.83 -4.64 -2.80  0.071
H -1.88 -1.10 4.64  0.124

LUMO energy (eV): 2.3
Gap between HOMO and LUMO (eV): 7.3
Net charge: -1

---

(ii)
The following is a DFT calculation (ωB97M-V with the def2-TZVPD basis set) of C21H27Cl2O7PtS3 as an isolated structure.

Last column: Löwdin charge in e.
Element x y z (Å)
Pt 2.09 -1.26 -1.22  0.729
Cl 4.79 3.12 -0.56  0.505
Cl 3.23 1.23 -2.10  0.582
S 0.43 -0.60 1.50  0.996
S 3.54 -2.30 -2.74  0.338
S 4.14 -2.73 -0.79  0.036
O -0.03 -1.79 -0.72  -0.201
O 2.98 -3.40 -0.21  -0.431
O 5.35 -3.51 -0.80  -0.370
O 1.60 0.06 0.83  -0.580
O -2.14 -1.93 -1.35  0.040
O 4.32 -1.37 -0.24  -0.473
O 0.31 0.68 -1.56  -0.147
C -2.05 -0.37 3.40  -0.115
C -1.10 1.29 -5.29  -0.088
C -2.34 0.83 -5.70  -0.109
C -3.57 2.63 0.83  -0.109
C 0.31 0.38 3.08  -0.296
C -2.73 -0.05 -3.50  -0.017
C -0.67 1.08 -3.99  -0.012
C -1.48 0.40 -3.09  -0.117
C -1.13 0.83 3.23  -0.300
C -1.09 -1.32 -1.24  -0.591
C -1.63 2.37 -0.56  -0.015
C 4.24 1.46 -0.67  -1.022
C 2.49 -2.25 2.58  -0.282
C -3.15 0.16 -4.80  -0.084
C -3.06 0.49 -0.14  -0.022
C 2.84 -1.59 3.91  -0.106
C 1.03 -2.19 2.18  -0.304
C -1.02 0.20 -1.66  -0.324
C -3.87 1.30 0.65  -0.090
C -1.93 1.02 -0.75  -0.130
C -2.45 3.17 0.22  -0.090
H 3.83 -1.93 4.23  0.071
H -2.66 0.99 -6.72  0.092
H 2.12 -1.86 4.68  0.068
H -4.75 0.87 1.11  0.101
H 0.30 1.42 -3.68  0.104
H 3.09 -1.82 1.77  0.071
H -1.79 -0.93 4.30  0.074
H 0.98 1.22 2.95  0.092
H -1.96 -1.03 2.54  0.059
H 0.56 0.74 -0.62  0.030
H 0.88 -2.88 1.35  0.076
H 0.61 -0.21 3.94  0.067
H 3.65 1.22 0.22  0.010
H -0.46 1.82 -5.98  0.098
H 2.76 -3.31 2.62  0.118
H -2.22 4.22 0.34  0.098
H -1.23 1.50 4.10  0.109
H -4.21 3.26 1.44  0.095
H 0.35 -2.43 3.00  0.093
H -3.30 -0.55 -0.27  0.107
H 2.88 -0.51 3.81  0.064
H -0.76 2.79 -1.04  0.123
H -3.36 -0.59 -2.81  0.108
H 5.10 0.80 -0.75  0.024
H -4.12 -0.19 -5.11  0.097
H -3.09 -0.05 3.48  0.068
H -1.44 1.39 2.35  0.082

LUMO energy (spin up / spin down) (eV): 1.6 / 1.6
Gap between HOMO and LUMO (spin up / spin down) (eV): 6.8 / 6.8
Net charge: -1

---

Most stable pick: (i). Distance to second place: 207.7 kJ/mol.

---

(i)
The following is a DFT calculation (ωB97M-V with the def2-TZVPD basis set) of a 4-piece molecular cluster, C2H11NO3 overall.

Last column: Löwdin charge in e.
Element x y z (Å)
O 2.22 1.91 -0.29  -0.139
O -2.25 0.71 0.33  -0.214
O -2.28 -1.67 -0.15  -0.204
N 1.55 -0.34 -0.99  0.242
C 0.81 -0.09 1.25  -0.100
C 0.51 -0.73 -0.07  -0.245
H 1.88 0.66 -0.85  -0.015
H -2.96 1.31 -0.21  0.095
H 1.02 0.96 1.01  0.054
H -3.07 -2.13 -0.29  -0.036
H -0.04 -0.20 1.94  0.093
H -2.44 -0.59 0.12  -0.044
H -0.51 -0.32 -0.28  0.128
H 1.74 -0.52 1.74  0.119
H 2.51 2.73 -0.63  -0.021
H 1.26 -0.44 -1.91  0.101
H 0.35 -1.84 0.16  0.184

LUMO energy (eV): -5.4
Gap between HOMO and LUMO (eV): 3.9

---

(ii)
The following is a DFT calculation (ωB97M-V with the def2-TZVPD basis set) of a 4-piece molecular cluster, C2H11NO3 overall.

Last column: Löwdin charge in e.
Element x y z (Å)
O 0.88 2.59 -1.84  -0.060
O -2.23 3.64 -0.80  -0.124
O 1.76 -4.08 1.25  -0.057
N -0.24 0.00 0.22  -0.123
C -0.50 0.25 1.48  -0.059
C -0.43 -1.28 -0.46  -0.130
H -1.02 -1.92 0.18  0.063
H 0.55 -1.79 -0.57  0.082
H 2.14 -3.88 2.10  0.025
H -1.50 4.31 -0.58  0.071
H -0.87 -0.55 2.24  0.092
H 0.56 1.93 -1.26  -0.039
H 1.45 1.99 -2.36  0.050
H 2.60 -4.17 0.79  0.036
H -0.44 1.33 1.82  0.073
H -0.83 -1.09 -1.44  0.062
H -1.87 2.71 -0.77  0.039

LUMO energy (eV): 0.6
SMILES: C=NC.O.O.O
Gap between HOMO and LUMO (eV): 10.4

---

Most stable pick: (ii). Distance to second place: 711.0 kJ/mol.

---

(i)
The following is a DFT calculation (ωB97M-V with the def2-TZVPD basis set) of a 4-piece molecular cluster, C2H11NO3 overall.

Last column: Löwdin charge in e.
Element x y z (Å)
O 0.05 1.01 2.63  -0.066
O 0.54 0.22 -2.51  -0.055
O -0.35 2.49 -0.73  -0.068
N 1.21 -0.93 0.54  0.040
C -1.13 -1.15 -0.06  -0.027
C 0.07 -1.65 0.24  -0.311
H -0.48 1.77 2.90  0.043
H 0.09 -2.68 0.58  0.099
H 1.14 -0.03 0.98  0.062
H -0.62 0.31 2.50  0.038
H -0.05 1.73 -1.24  -0.018
H -1.28 -0.09 -0.19  0.035
H -1.31 2.46 -0.73  0.028
H -1.93 -1.83 -0.27  0.043
H 1.15 -0.16 -1.86  0.025
H 0.83 -0.01 -3.40  0.045
H 2.07 -1.44 0.62  0.085

LUMO energy (eV): 0.8
SMILES: C=CN.O.O.O
Gap between HOMO and LUMO (eV): 9.2

---

(ii)
The following is a DFT calculation (ωB97M-V with the def2-TZVPD basis set) of a 3-piece molecular cluster, C2H11NO3 overall.

Last column: Löwdin charge in e.
Element x y z (Å)
O 1.09 -1.93 0.16  -0.079
O -1.87 -0.87 -0.22  -0.079
O 1.55 -0.12 1.93  -0.073
N 0.67 0.79 -0.70  -0.002
C -0.68 1.06 -1.16  -0.272
C -1.70 0.54 -0.14  -0.260
H -2.67 1.00 -0.30  0.107
H -0.95 0.60 -2.12  0.112
H 1.11 -2.88 -0.04  0.060
H 1.20 0.62 1.40  0.022
H -0.96 2.10 -1.37  0.109
H 0.92 -0.19 -0.84  0.051
H 1.81 0.18 2.80  0.048
H 1.51 -1.78 1.02  0.030
H -1.37 0.77 0.88  0.108
H -1.00 -1.28 -0.14  0.042
H 1.34 1.39 -1.16  0.078

LUMO energy (eV): 0.7
SMILES: NCCO.O.O
Gap between HOMO and LUMO (eV): 10.1

---

Most stable pick: (ii). Distance to second place: 53.2 kJ/mol.

---

(i)
The following is a DFT calculation (ωB97M-V with the def2-TZVPD basis set) of a 4-piece molecular cluster, C2H11NO3 overall.

Last column: Löwdin charge in e.
Element x y z (Å)
O 1.96 1.31 -0.96  -0.123
O 3.50 -0.38 0.86  -0.062
O -4.18 0.21 0.49  -0.106
N -0.50 0.17 -0.40  -0.110
C -0.86 -0.80 -1.18  0.002
C -0.32 -0.19 1.00  -0.128
H 3.07 0.03 0.10  -0.010
H -1.46 -1.57 -0.79  0.064
H 1.70 2.11 -1.48  0.061
H 0.00 0.70 1.58  0.086
H -0.62 -0.87 -2.16  0.045
H 1.08 0.81 -0.92  0.001
H 4.39 -0.48 0.56  0.010
H -1.22 -0.72 1.39  0.075
H 0.63 -0.80 1.01  0.102
H -3.74 0.51 -0.30  0.003
H -3.44 -0.04 1.20  0.088

LUMO energy (eV): 0.2
SMILES: C=NC.O.O.O
Gap between HOMO and LUMO (eV): 10.5

---

(ii)
The following is a DFT calculation (ωB97M-V with the def2-TZVPD basis set) of C2H11NO3 as an isolated structure.

Last column: Löwdin charge in e.
Element x y z (Å)
O 3.00 0.93 0.77  -0.072
O 1.68 -0.52 -1.40  -0.083
O -0.27 -2.43 0.71  -0.068
N -0.91 0.01 -0.44  -0.123
C -2.07 0.92 -0.58  -0.159
C -0.38 0.72 0.54  0.003
H 2.60 0.62 -0.06  -0.014
H -2.72 1.01 0.31  0.090
H -0.47 -1.51 0.43  -0.037
H 0.72 -0.36 -1.19  -0.001
H 0.58 1.22 0.41  0.084
H -1.81 1.93 -0.94  0.084
H 1.67 -1.48 -1.33  0.050
H -2.76 0.62 -1.39  0.089
H 2.94 0.17 1.34  0.024
H -0.79 0.80 1.56  0.109
H -1.02 -2.67 1.25  0.024

LUMO energy (eV): -1.0
Gap between HOMO and LUMO (eV): 8.6

---

Most stable pick: (i). Distance to second place: 143.1 kJ/mol.

---

(i)
The following is a DFT calculation (ωB97M-V with the def2-TZVPD basis set) of one molecule with the formula C6H4O2.

Last column: Löwdin charge in e.
Element x y z (Å)
O 0.44 -0.72 1.52  -0.010
O 1.97 -0.93 -0.77  -0.048
C -0.08 -0.20 0.29  -0.644
C -2.57 -0.42 -0.40  0.194
C 0.37 2.43 -0.04  0.195
C 0.19 1.23 0.20  -0.028
C 0.60 -0.60 -0.87  -0.043
C -1.42 -0.36 0.07  -0.081
H 0.05 -0.57 -1.82  0.148
H 0.68 3.47 -0.20  0.052
H -3.56 -0.62 -0.84  0.058
H 1.04 -1.63 1.37  0.207

LUMO energy (eV): -0.7
SMILES: C#CC(O)(C#C)C=O
Gap between HOMO and LUMO (eV): 9.7

---

(ii)
The following is a DFT calculation (ωB97M-V with the def2-TZVPD basis set) of one molecule with the formula C6H4O2.

Last column: Löwdin charge in e.
Element x y z (Å)
O 1.67 -1.45 -1.44  0.108
O -1.75 1.16 1.62  0.111
C -0.50 -0.54 -1.24  0.018
C 0.91 -0.74 -0.81  -0.386
C 0.50 0.61 1.19  0.014
C 1.37 -0.03 0.42  0.016
C -1.35 0.09 -0.45  0.017
C -0.95 0.64 0.87  -0.387
H 2.42 -0.08 0.67  0.122
H -2.39 0.21 -0.73  0.122
H 0.84 1.10 2.10  0.122
H -0.77 -0.97 -2.20  0.122

LUMO energy (eV): -1.5
SMILES: O=C1C=CC(=O)C=C1
Gap between HOMO and LUMO (eV): 8.9

---

Most stable pick: (ii). Distance to second place: 609.5 kJ/mol.

---

(i)
The following is a DFT calculation (ωB97M-V with the def2-TZVPD basis set) of an isolated ion of composition C7H12N3O2 and charge +1.

Last column: Löwdin charge in e.
Element x y z (Å)
O -2.19 2.99 -2.03  0.118
O 1.08 -1.22 0.74  -0.161
N -0.15 4.33 -1.57  0.341
N 0.13 0.83 -1.05  -0.057
N 0.20 2.96 -1.47  -0.014
C 0.89 2.03 -1.00  -0.020
C -0.45 0.65 0.43  -0.035
C -2.32 1.57 -1.75  -0.095
C 0.68 0.02 1.20  -0.284
C 2.10 -1.75 1.57  -0.079
C -1.04 0.79 -2.08  -0.077
C -1.05 3.46 -1.74  -0.332
H -0.52 1.69 0.90  0.163
H -0.78 1.12 -3.12  0.167
H 1.74 -1.59 2.61  0.094
H -2.65 1.38 -0.64  0.159
H 2.11 -2.79 1.45  0.073
H 0.46 0.00 2.34  0.170
H -3.14 1.21 -2.55  0.199
H 1.44 0.79 1.13  0.114
H 0.68 0.01 -1.17  0.145
H -1.39 0.06 0.22  0.140
H -1.37 -0.24 -2.17  0.140
H 3.20 -1.42 1.58  0.132

LUMO energy (eV): -3.2
Gap between HOMO and LUMO (eV): 10.0
Net charge: +1

---

(ii)
The following is a DFT calculation (ωB97M-V with the def2-TZVPD basis set) of an isolated ion of composition C7H12N3O2 and charge +1.

Last column: Löwdin charge in e.
Element x y z (Å)
O -0.01 -0.03 2.05  0.075
O 1.46 -1.66 1.79  0.012
N 0.79 -1.64 -1.03  -0.026
N 0.29 -1.62 -2.16  0.064
N -0.83 2.19 0.46  0.038
C -1.81 2.97 0.84  0.239
C -0.83 0.02 -0.75  -0.169
C -0.55 1.62 -0.79  -0.102
C 2.30 -2.48 0.94  -0.023
C 0.61 -0.89 1.20  -0.380
C 0.36 -0.69 -0.11  -0.181
C -0.75 -0.48 -2.18  -0.131
H -2.49 3.13 0.08  0.103
H -1.03 1.98 -1.63  0.094
H 0.26 -0.44 2.94  0.185
H -1.75 -0.30 -0.29  0.145
H -0.26 1.83 1.23  0.151
H -1.67 -0.86 -2.61  0.109
H 1.80 -3.47 0.83  0.117
H 2.39 -2.12 -0.10  0.079
H -1.88 3.31 1.86  0.133
H 0.53 1.94 -1.07  0.191
H -0.26 0.17 -2.99  0.142
H 3.32 -2.49 1.49  0.132

LUMO energy (eV): -5.1
SMILES: C=[NH+]C[C@H]1CN=N/C1=C(/O)OC
Gap between HOMO and LUMO (eV): 6.9
Net charge: +1

---

Most stable pick: (ii). Distance to second place: 398.8 kJ/mol.